# 1
# C33H84N4O17S3

15 unconnected molecules or ions with the total composition C33H84N4O17S3 (wB97M-V/def2-TZVPD, the OMol25 dataset).

Atoms and positions in Å:
C -1.064 1.266 8.551
C -1.519 1.660 9.944
O -2.431 0.685 10.431
H -0.588 0.289 8.461
H -0.382 2.017 8.151
H -1.908 1.312 7.864
H -1.998 2.639 9.959
H -0.649 1.718 10.598
H -3.185 0.822 9.853
C 2.434 -6.053 -0.252
C 2.247 -5.589 1.179
O 3.488 -5.634 1.862
H 3.351 -5.701 -0.724
H 1.485 -5.977 -0.783
H 2.516 -7.139 -0.281
H 1.428 -6.151 1.628
H 1.944 -4.542 1.158
H 3.811 -4.732 1.924
C 2.585 -2.591 6.289
C 2.842 -3.871 7.179
O 1.573 -4.321 7.621
H 2.198 -1.747 6.860
H 1.751 -2.840 5.633
H 3.443 -2.249 5.710
H 3.573 -3.719 7.974
H 3.296 -4.580 6.487
H 1.237 -4.805 6.863
C 1.811 0.248 -8.835
C 1.052 1.151 -7.912
O 1.655 1.199 -6.610
H 1.685 -0.805 -8.580
H 2.891 0.397 -8.839
H 1.514 0.219 -9.884
H -0.018 0.943 -7.899
H 1.196 2.141 -8.346
H 0.991 1.607 -6.049
C 5.391 5.437 -3.159
C 4.310 4.776 -3.985
O 4.401 3.352 -3.903
H 6.415 5.353 -3.524
H 5.475 4.926 -2.200
H 5.150 6.492 -3.029
H 4.233 5.179 -4.995
H 3.393 5.106 -3.496
H 3.848 3.060 -4.632
C -1.070 -5.340 -4.474
C 0.043 -4.387 -4.973
O -0.507 -3.109 -4.811
H -1.141 -5.279 -3.388
H -0.874 -6.393 -4.672
H -2.043 -5.036 -4.860
H 0.289 -4.668 -5.997
H 0.941 -4.495 -4.364
H -0.506 -2.963 -3.862
C 7.113 -1.433 -1.186
C 6.468 -2.601 -0.427
O 6.064 -2.244 0.869
H 8.078 -1.163 -0.756
H 6.471 -0.553 -1.158
H 7.390 -1.597 -2.227
H 7.098 -3.487 -0.358
H 5.577 -2.969 -0.936
H 6.866 -2.221 1.395
C 5.206 -2.479 -5.698
C 5.974 -2.539 -7.038
O 7.335 -2.066 -6.829
H 5.163 -1.446 -5.353
H 5.591 -3.129 -4.912
H 4.203 -2.855 -5.902
H 5.547 -1.871 -7.786
H 5.890 -3.496 -7.553
H 7.284 -1.156 -6.529
C -3.856 1.207 -5.455
C -5.305 0.867 -5.268
N -6.398 0.596 -5.086
H -3.309 0.353 -5.856
H -3.368 1.571 -4.551
H -3.815 2.035 -6.161
C 3.030 5.153 6.369
C 2.146 5.940 7.281
N 1.515 6.553 8.020
H 3.787 5.761 5.873
H 2.468 4.611 5.609
H 3.497 4.481 7.088
C -3.654 5.417 6.479
C -2.541 5.305 5.529
N -1.639 5.291 4.790
H -4.029 6.428 6.317
H -3.238 5.266 7.475
H -4.474 4.752 6.208
C 0.099 5.877 0.040
C 1.388 5.347 0.547
N 2.424 5.030 0.863
H -0.043 6.922 0.316
H -0.759 5.324 0.422
H 0.099 5.882 -1.050
O -0.528 -0.695 -1.103
S 0.135 0.572 -0.778
O -0.117 1.791 -1.564
O -0.212 0.917 0.791
C -0.110 -0.115 1.740
C -0.510 0.544 2.992
C 1.955 0.314 -0.562
H 0.867 -0.597 1.771
H -0.834 -0.918 1.604
H 0.308 1.149 3.384
H -0.656 -0.134 3.833
H -1.404 1.166 2.975
H 2.417 1.286 -0.390
H 2.348 -0.008 -1.526
H 2.201 -0.414 0.211
O -5.893 -7.358 -3.704
S -5.553 -7.141 -2.287
O -4.142 -7.105 -1.839
O -6.322 -5.739 -1.893
C -5.673 -4.916 -0.880
C -5.001 -3.705 -1.533
C -6.585 -8.293 -1.326
H -5.035 -5.534 -0.249
H -6.525 -4.538 -0.314
H -4.843 -2.868 -0.852
H -5.646 -3.329 -2.327
H -4.116 -4.023 -2.083
H -7.597 -8.100 -1.683
H -6.449 -8.112 -0.260
H -6.206 -9.259 -1.661
O -4.910 7.111 2.512
S -6.071 6.950 1.581
O -6.368 7.995 0.634
O -5.867 5.520 0.776
C -5.270 4.479 1.436
C -4.991 3.406 0.450
C -7.574 6.520 2.627
H -5.970 4.142 2.201
H -4.324 4.789 1.881
H -4.558 2.533 0.937
H -4.300 3.589 -0.373
H -5.845 2.973 -0.071
H -8.387 6.080 2.050
H -7.875 7.376 3.231
H -7.307 5.756 3.357

Properties
E_HOMO = -10.08 eV
Energy = -4000.10455 hartree
Orbital gap = 10.01 eV

---

# 2
# C7H15FNO3

2 unconnected molecules or ions with the total composition C7H15FNO3 (wB97M-V/def2-TZVPD, the OMol25 dataset).

Atoms and positions in Å:
O 2.616 -0.319 -3.583
C 1.572 0.285 -3.370
O 1.576 1.657 -3.311
C 0.277 -0.424 -3.099
C -0.896 0.441 -2.607
N -1.460 1.289 -3.598
F -2.252 0.261 -4.405
H 2.048 1.934 -2.526
H -0.046 -0.910 -4.012
H 0.529 -1.223 -2.396
H -1.660 -0.273 -2.252
H -0.616 1.032 -1.733
C -0.506 1.412 3.215
C -0.784 0.712 1.894
O 0.347 0.066 1.345
C 0.926 -0.958 2.123
C -0.014 -2.113 2.427
H 0.296 2.141 3.098
H -1.403 1.931 3.556
H -0.211 0.712 3.999
H -1.086 1.445 1.147
H -1.617 0.008 1.996
H 1.348 -0.551 3.051
H 1.764 -1.321 1.529
H -0.865 -1.802 3.035
H 0.518 -2.893 2.974
H -0.401 -2.539 1.501

Properties
E_HOMO = -1.63 eV
Energy = -655.96128 hartree
Energy above the lowest of the compared OMol25 structures with the same formula, charge and spin = 13.4 kJ/mol
Total charge = -1
Orbital gap = 4.45 eV